The following is a quantum chemistry calculation of a cluster of 11 separate species, C26H80N6O11 in total in a non-equilibrium geometry, from the Open Molecules 2025 dataset.

Calculated values
Molecular weight = 653.0 u
SMILES string = COC[C@H](C)N.COC[C@H](C)N.COC[C@H](C)N.COC[C@H](C)N.COC[C@H](C)N.COC[C@H](C)N.CCO.O.O.O.O
Orbital gap = 8.762 eV
Relative energy (zero: lowest compared OMol25 entry of this formula, charge and spin) = 4.553 eV
Charge = 0

```
123
C26H80N6O11 ωB97M-V with the def2-TZVPD basis set
C -4.74307 0.50374 -4.26452
O -3.70223 -0.04799 -3.49990
C -2.92405 -0.96223 -4.22994
C -3.25303 -2.40779 -4.25411
C -3.90716 -2.98709 -2.94238
N -2.11139 -3.14329 -4.52765
H -4.55606 0.80056 -5.29652
H -5.09952 1.41134 -3.77738
H -5.59796 -0.17244 -4.27138
H -2.59371 -0.69643 -5.23409
H -1.95382 -0.86095 -3.74362
H -3.82853 -2.67080 -5.14166
H -4.97539 -2.79564 -2.84067
H -3.45922 -2.54432 -2.05277
H -3.98646 -4.07413 -2.92994
H -2.52040 -4.06546 -4.47857
H -1.93998 -3.13159 -5.52292
C 5.55675 0.09632 6.01451
O 4.27362 -0.31490 5.53756
C 3.64504 0.63381 4.64619
C 2.34071 0.04125 3.95079
C 2.64891 -1.30299 3.19907
N 1.80778 1.04426 3.01385
H 5.56221 1.11271 6.40825
H 6.43448 0.08419 5.36833
H 5.85983 -0.61262 6.78499
H 3.46077 1.61704 5.07909
H 4.30158 0.91940 3.82430
H 1.58512 -0.05699 4.73023
H 1.71824 -1.59708 2.71381
H 2.76823 -2.06213 3.97210
H 3.36817 -1.10500 2.40437
H 2.39968 0.89767 2.20871
H 1.92237 2.01952 3.25012
C 2.90153 -5.19403 2.08048
O 2.08622 -4.80291 0.93233
C 0.74238 -5.12017 1.18773
C 0.34779 -6.60833 1.10489
C 0.83202 -7.04305 -0.21688
N -1.09725 -6.73515 1.22843
H 3.91744 -5.11719 1.69301
H 2.96001 -6.26011 2.29995
H 2.88182 -4.43980 2.86715
H 0.53491 -4.67037 2.15867
H 0.18797 -4.52237 0.46428
H 0.84514 -7.18085 1.88781
H 0.83699 -8.13298 -0.20565
H 1.88583 -6.80432 -0.36037
H 0.29274 -6.77251 -1.12468
H -1.56705 -6.23749 0.48566
H -1.30399 -7.71172 1.07458
C -0.57038 4.07230 -0.52494
O 0.41842 4.61766 0.30766
C 0.45941 3.84092 1.53757
C 1.61627 4.35546 2.42677
C 3.01236 4.14244 1.90910
N 1.56312 3.78991 3.74991
H -0.50421 2.98853 -0.62064
H -0.37981 4.67970 -1.40974
H -1.47175 4.47368 -0.06177
H -0.47214 3.79446 2.10163
H 0.78468 2.84874 1.22471
H 1.50831 5.42679 2.59615
H 3.71186 4.64703 2.57557
H 3.28730 4.57692 0.94799
H 3.21340 3.07161 1.94060
H 2.16665 4.37316 4.31174
H 0.69328 3.94560 4.23902
C 2.84606 5.16889 -5.16268
O 3.79128 4.27610 -4.60000
C 3.84602 4.21563 -3.17858
C 3.06969 2.95450 -2.63342
C 3.18747 1.72570 -3.50472
N 1.60621 3.19682 -2.47199
H 2.87425 5.31971 -6.24183
H 3.20509 6.12633 -4.78519
H 1.85031 4.84990 -4.85474
H 4.91066 4.13519 -2.95909
H 3.40458 5.07942 -2.68149
H 3.41251 2.75628 -1.61789
H 4.23728 1.44596 -3.41677
H 2.87859 1.76135 -4.54943
H 2.73740 0.86867 -3.00366
H 1.07890 2.40935 -2.12281
H 1.70486 3.69730 -1.60027
C -6.13082 3.61645 2.37908
O -5.51899 3.19240 1.13202
C -4.57499 2.06247 1.23625
C -4.39431 1.52962 -0.21675
C -5.72082 1.10075 -0.84069
N -3.37870 0.39275 -0.19534
H -6.66245 4.56759 2.35068
H -5.37140 3.86451 3.12060
H -6.76034 2.82569 2.78710
H -3.55476 2.30498 1.53361
H -4.89652 1.35022 1.99611
H -3.91678 2.34687 -0.75727
H -6.31374 1.89978 -1.28576
H -6.27877 0.63215 -0.03001
H -5.43096 0.41905 -1.64029
H -2.53257 0.81364 0.16101
H -3.18690 0.20080 -1.16821
C 0.53336 0.07977 -0.39383
C 0.39930 -1.37803 0.03503
O -0.91317 -1.62052 -0.45097
H 1.33691 0.63702 0.08770
H -0.33524 0.50370 0.11008
H 0.44098 0.25763 -1.46524
H 0.46962 -1.49713 1.11622
H 0.91220 -2.11322 -0.58507
H -0.80184 -2.34125 -1.07529
O -0.92042 0.88205 2.58633
H 0.00476 0.83928 2.82811
H -1.23670 1.69053 2.98951
O -0.72714 -4.00327 -2.01058
H 0.20541 -4.21774 -2.03493
H -0.88707 -3.53457 -2.82972
O 1.83051 -4.42821 -1.84308
H 2.63007 -4.23391 -2.33213
H 2.13575 -4.65681 -0.96513
O -2.21198 -1.58388 2.08907
H -2.12973 -0.82558 2.66738
H -1.57569 -1.42422 1.39201
```

The following is a quantum chemistry calculation of a structure of composition C4H7ClOS in a non-equilibrium geometry, from the Open Molecules 2025 dataset.

Calculated values
Molecular weight = 138.6 u
Orbital gap = 9.212 eV
Relative energy (zero: lowest compared OMol25 entry of this formula, charge and spin) = 5.661 eV
Charge = 0

```
14
C4H7ClOS ωB97M-V with the def2-TZVPD basis set
C -0.31918 1.30097 -0.36281
C 0.00355 0.47443 0.88701
C 1.00283 -0.64760 0.65080
C -0.60611 -1.01534 0.80497
H -1.76689 0.48701 -1.75153
H 0.97669 1.70714 -0.72947
H -1.12595 2.16713 0.14057
H -0.21195 1.08455 1.68764
H 1.46850 -0.91161 1.55793
H 1.06484 -0.83121 -1.69451
H -0.69623 -1.49658 1.81014
O -0.54871 0.48126 -1.69707
S 2.11092 -1.06009 -0.74403
Cl -1.35231 -1.74006 -0.55963
```

The following is a quantum chemistry calculation of a cluster of 2 separate species, C10H10N2 in total in a non-equilibrium geometry, from the Open Molecules 2025 dataset.

Calculated values
Molecular weight = 158.2 u
SMILES string = c1ccncc1.c1ccncc1
Orbital gap = 10.224 eV
Relative energy (zero: lowest compared OMol25 entry of this formula, charge and spin) = 4.385 eV
Charge = 0

```
22
C10H10N2 ωB97M-V with the def2-TZVPD basis set
C 1.53296 -0.42196 -0.97671
C 1.63907 -1.67200 -0.22664
C 2.78134 -2.54677 -0.54326
N 3.80547 -2.15303 -1.16077
C 3.76250 -0.86579 -1.49562
C 2.75344 -0.08915 -1.57745
H 0.64704 0.11237 -0.89263
H 0.83906 -1.86953 0.58594
H 3.01800 -3.48338 0.01318
H 4.63075 -0.50103 -2.11656
H 2.81632 0.80136 -1.98181
C -1.56396 0.46052 0.90567
C -2.33369 0.58549 1.99610
C -3.48578 1.60370 2.07012
N -3.90306 2.17579 1.00256
C -3.20996 1.80527 -0.10177
C -2.02450 1.14503 -0.29535
H -0.61892 -0.23177 1.03137
H -2.06931 0.14695 2.97686
H -4.11201 1.57577 3.04043
H -3.55850 2.30660 -1.05733
H -1.34626 1.11555 -1.19631
```

The following is a quantum chemistry calculation of a cluster of 9 separate species, C15H48N4O9 in total in a non-equilibrium geometry, from the Open Molecules 2025 dataset.

Calculated values
Molecular weight = 428.6 u
SMILES string = NC(N)=O.NC(N)=O.CC(C)O.CC(C)O.CC(C)O.CO.CO.CO.CO
Orbital gap = 8.481 eV
Relative energy (zero: lowest compared OMol25 entry of this formula, charge and spin) = 3.728 eV
Charge = 0

```
76
C15H48N4O9 ωB97M-V with the def2-TZVPD basis set
N -1.51737 2.12278 -0.94229
C -1.64737 2.98378 -0.02329
N -2.68537 2.86778 0.78671
O -0.68937 3.94578 0.06171
H -0.76137 2.35478 -1.57929
H -2.28037 1.64178 -1.29729
H -2.93537 3.69278 1.37671
H -3.37737 2.07378 0.75571
N 2.40563 -3.11322 -3.54129
C 3.38263 -2.59622 -2.83229
N 3.40663 -3.00922 -1.62129
O 4.32763 -1.71922 -3.43129
H 2.24463 -2.74522 -4.55929
H 1.61363 -3.54422 -3.10029
H 4.01863 -2.55622 -0.91029
H 2.80663 -3.82022 -1.34129
C -2.53037 -0.20322 1.98971
C -4.01937 0.15278 1.88371
C -4.40937 1.00478 3.09971
O -4.21337 0.84978 0.80871
H -2.32537 -0.89422 2.91071
H -1.94837 0.70978 2.30071
H -2.20237 -0.71122 1.09071
H -4.68437 -0.69322 1.79571
H -5.45037 1.25278 3.18771
H -3.87637 1.94278 3.07571
H -4.10437 0.60778 4.09471
H -4.44237 0.26578 0.09371
C 2.69163 1.79978 0.65471
C 1.42363 1.27878 0.04971
C 1.71363 -0.02022 -0.79129
O 0.41263 1.11778 0.75271
H 3.59363 1.45078 0.19171
H 2.87963 1.61578 1.73271
H 2.66563 2.86278 0.48671
H 1.06763 2.03678 -0.70129
H 2.21463 -0.88522 -0.39729
H 2.37263 0.26578 -1.64029
H 0.76263 -0.44422 -1.31429
H -0.38037 1.13778 0.29871
C 0.50963 -2.37522 1.45371
C 0.80263 -1.85022 2.84771
C 1.54863 -2.91222 3.75171
O 1.53563 -0.86322 2.84171
H 1.51263 -2.66822 1.04871
H 0.11363 -1.68522 0.78771
H -0.03537 -3.27622 1.58271
H -0.16737 -1.61822 3.38871
H 1.75363 -2.49222 4.76571
H 2.45863 -3.21522 3.23771
H 1.06163 -3.90222 3.94671
H 1.36163 -0.24422 2.16571
C -0.20437 0.10278 -3.99529
O -0.48537 -1.25722 -4.29829
H 0.80863 0.11578 -3.65929
H -0.75637 0.39478 -3.15629
H -0.38937 0.89178 -4.76829
H -0.19437 -1.71422 -3.49529
C -0.16737 2.54078 3.31671
O -1.45537 3.05378 3.18971
H -0.23037 1.47778 3.26171
H 0.43963 2.82878 4.12471
H 0.29363 2.80478 2.40771
H -1.77437 2.86978 2.28071
C -0.02537 -3.26422 -1.37229
O -0.13237 -3.86022 -2.64129
H 0.87263 -2.67522 -1.16429
H -0.22237 -4.02322 -0.69629
H -0.91837 -2.53822 -1.28629
H -1.00937 -4.21622 -2.66529
C 1.59363 3.00678 -3.58629
O 0.26663 2.82378 -3.06129
H 2.03763 3.88778 -3.23829
H 1.56163 2.93678 -4.68229
H 2.21663 2.17778 -3.33529
H -0.10437 3.65778 -2.75329
```